Formula: C5H13NO2
Source: the OMol25 dataset
Level of theory: wB97M-V/def2-TZVPD

Last column: Löwdin charge in e.
Positions of all 21 atoms, in Å:
C: -0.0619 -0.9724 -0.7033  -0.262
C: 0.7330 -0.1896 -1.6080  0.080
C: 0.8896 1.2019 -1.4552  -0.148
C: 1.9985 1.9368 -1.6695  0.115
N: -1.3421 -0.3849 -0.3758  -0.028
C: -1.7311 -1.1668 0.8380  -0.443
O: -0.7475 -1.2118 1.7183  -0.242
H: -0.2419 -1.9996 -1.0553  0.147
H: 0.5194 -1.2302 0.2285  0.144
H: 1.4962 -0.5738 -2.2883  0.133
H: -0.3025 0.2296 1.9606  -0.008
H: 0.0062 1.7552 -1.1333  0.114
H: 1.9658 3.0136 -1.6086  0.078
H: 2.9023 1.4487 -2.0188  0.077
H: -1.1983 0.5727 -0.0463  0.067
H: -2.0698 -2.1351 0.4103  0.108
H: -2.6635 -0.6522 1.1614  0.126
H: 2.1527 -2.4907 1.9061  0.034
H: 1.6936 -1.9276 2.1232  0.023
H: 0.1977 1.5837 2.5755  0.003
O: -0.1125 1.2179 1.7656  -0.117

Its frontier orbital gap is 0.2033 Ha. The total energy is -10975.112 eV. Its total charge is 0. The HOMO energy is -8.19 eV.

***

Formula: C5H13NO2
Source: the OMol25 dataset
Level of theory: wB97M-V/def2-TZVPD

Last column: Löwdin charge in e.
Positions of all 21 atoms, in Å:
N: 0.1694 -0.6719 -1.8346  0.090
C: -0.2520 0.0554 -0.8363  -0.415
C: -1.6184 -0.3439 -0.3851  -0.059
C: 1.1634 3.1227 1.0284  -0.114
C: 0.2458 2.1458 0.4106  -0.147
C: 0.6545 1.1497 -0.4290  -0.069
H: 0.7600 -0.1411 -2.4876  0.063
H: -0.0479 -2.8614 -1.8996  -0.016
H: -1.7600 -1.4210 -0.4657  0.077
H: -1.8610 -0.0743 0.6943  0.090
H: 2.1903 2.8050 1.0362  0.068
H: 0.7342 3.5734 1.9919  0.103
H: 1.0657 4.0760 0.4740  0.084
H: -0.7907 2.3714 0.5723  0.103
H: 1.7420 0.9247 -0.5858  0.125
H: -0.0156 -2.0156 1.6500  0.053
H: 0.5958 -4.2302 -1.7195  0.031
O: -0.2765 -3.8155 -1.8404  -0.101
H: 0.1360 -2.3298 3.1426  0.028
H: -2.4033 0.2303 -0.9097  0.091
O: -0.4317 -2.5495 2.3930  -0.085

Its frontier orbital gap is 0.3562 Ha. As for the SMILES: [H]/N=C(C)\C=C\C.O.O. The total energy is -10979.178 eV. Its total charge is 0. The HOMO energy is -9.42 eV.

***

Formula: C5H13NO2
Source: the OMol25 dataset
Level of theory: wB97M-V/def2-TZVPD

Last column: Löwdin charge in e.
Positions of all 21 atoms, in Å:
C: -1.5236 -0.4117 -0.5341  -0.242
O: -2.3189 0.7709 -0.5058  -0.090
C: -0.4645 -0.0684 -1.6355  -0.156
C: 0.6944 0.5171 -0.8542  -0.233
C: 1.4375 -0.2972 0.0534  -0.413
C: 1.4788 -0.3031 1.4149  0.055
N: 2.1829 -1.2155 -0.7681  0.080
H: -1.1057 -0.7185 0.5246  0.134
H: -2.1345 -1.2068 -0.9618  0.099
H: -2.6060 0.9362 0.4117  0.072
H: -0.8225 0.7628 -2.2675  0.123
H: -0.1609 -0.8882 -2.3036  0.104
H: 0.4000 1.5075 -0.5645  0.122
H: 1.4276 0.7891 -1.6063  0.120
H: 0.6663 0.2826 1.8034  0.021
H: 2.2684 -0.8483 1.8457  0.041
H: 1.6309 -1.6047 -1.5584  0.096
H: 2.7441 -1.8758 -0.3261  0.052
H: -1.5833 0.4982 2.5425  0.091
H: -0.6864 1.8535 2.6903  -0.024
O: -1.5246 1.5201 2.5994  -0.051

Its frontier orbital gap is 0.3327 Ha. As for the SMILES: C=C(N)CCCO.O. The total energy is -10978.780 eV. Its total charge is 0. The HOMO energy is -8.37 eV.

***

Formula: C5H13NO2
Source: the OMol25 dataset
Level of theory: wB97M-V/def2-TZVPD

Last column: Löwdin charge in e.
Positions of all 21 atoms, in Å:
C: -2.5680 -0.1942 -0.2924  -0.065
N: -1.5435 0.8546 -0.1250  0.028
C: -0.1901 0.6850 0.1209  -0.478
C: 0.4599 -0.6392 0.4521  -0.321
C: 1.8866 -0.7422 -0.2116  -0.037
C: 0.4106 -0.8236 1.9666  -0.057
O: 0.4228 1.7518 0.1477  0.013
H: -1.9433 -1.0036 -0.7023  0.074
H: -3.3378 -0.0858 -1.0535  0.079
H: -3.0297 -0.4517 0.6582  0.076
H: -1.7745 1.7971 -0.3971  0.135
H: -0.0829 -1.4597 -0.0272  0.112
H: 2.3349 0.2470 -0.2767  0.074
H: 2.4975 -1.3498 0.4597  0.074
H: 1.6995 -1.2617 -1.1469  0.077
H: 0.2975 0.1073 2.5327  0.084
H: 1.3551 -1.1434 2.4361  0.080
H: -0.4087 -1.4618 2.3170  0.080
H: 1.1954 0.9725 -2.1523  -0.011
H: 1.3462 2.4414 -2.0561  0.048
O: 0.9727 1.7599 -2.6499  -0.066

Its frontier orbital gap is 0.3806 Ha. As for the SMILES: CNC(=O)C(C)C.O. The total energy is -10980.651 eV. Its total charge is 0. The HOMO energy is -9.53 eV.

***

Formula: C5H13NO2
Source: the OMol25 dataset
Level of theory: wB97M-V/def2-TZVPD

Last column: Löwdin charge in e.
Positions of all 21 atoms, in Å:
C: -1.0782 0.9294 1.5437  -0.157
C: -1.7821 0.2543 0.3017  -0.573
N: -1.9289 1.1130 -0.7422  0.164
O: -0.4801 2.1705 1.2563  -0.061
O: -2.2489 -0.8606 0.3554  0.054
H: 0.3264 2.0143 0.7510  0.079
H: -1.6988 2.0823 -0.5975  0.099
H: -2.5822 0.8682 -1.4661  0.117
H: -1.8691 1.1205 2.2736  0.131
H: -0.3786 0.2147 1.9914  0.124
C: 0.7533 -0.8206 -0.8466  -0.315
C: 0.9518 -2.0306 0.0551  -0.110
C: 1.9258 0.1519 -0.8525  -0.121
H: 0.5428 -1.1512 -1.8665  0.114
H: -0.1148 -0.2457 -0.4440  0.043
H: 0.0070 -2.5535 0.1816  0.068
H: 1.6757 1.0450 -1.4241  0.068
H: 1.3122 -1.7248 1.0355  0.068
H: 1.6754 -2.7227 -0.3700  0.069
H: 2.1834 0.4496 0.1645  0.067
H: 2.8079 -0.3039 -1.3001  0.071

Its frontier orbital gap is 0.3831 Ha. As for the SMILES: NC(=O)CO.CCC. The total energy is -10980.960 eV. Its total charge is 0. The HOMO energy is -9.69 eV.

***

Formula: C5H13NO2
Source: the OMol25 dataset
Level of theory: wB97M-V/def2-TZVPD

Last column: Löwdin charge in e.
Positions of all 21 atoms, in Å:
N: 0.5278 -0.1670 -1.8736  0.088
C: 0.7723 0.2021 -0.7031  -0.481
C: -0.1525 -0.5430 0.2770  -0.060
C: 1.4678 3.2971 1.4529  -0.141
C: 1.0284 2.2190 0.5588  -0.174
C: 1.7310 1.2528 -0.2619  -0.012
H: 1.0635 -0.3066 -2.8042  0.102
H: -2.7309 -1.5865 -1.7476  -0.011
H: -0.7605 0.1398 0.7847  0.033
H: -0.6038 -1.3498 -0.3469  0.060
H: 2.6282 3.3986 1.2642  0.108
H: 1.4804 2.8704 2.4607  0.069
H: 0.7844 4.2580 1.3802  0.116
H: -0.0797 2.0685 0.6906  0.101
H: 2.7025 1.4629 -0.7176  0.096
H: -1.0441 -4.4545 1.0668  0.004
H: -2.3622 -1.8832 -3.2006  0.161
O: -3.2215 -2.0463 -2.4512  -0.170
H: -1.9445 -3.6788 2.0837  0.010
H: 0.3871 -1.3567 0.8813  0.103
O: -1.6736 -3.7967 1.2056  -0.003

Its frontier orbital gap is 0.3337 Ha. As for the SMILES: [H]/N=C(C)\C=C\C.O.O. The total energy is -10976.606 eV. Its total charge is 0. The HOMO energy is -8.39 eV.

***

Formula: C5H13NO2
Source: the OMol25 dataset
Level of theory: wB97M-V/def2-TZVPD

Last column: Löwdin charge in e.
Positions of all 21 atoms, in Å:
C: 1.7595 -0.7366 -0.6908  -0.114
N: 0.9887 0.3220 -1.3551  -0.100
C: 0.1214 1.0277 -0.4937  -0.183
C: 0.3744 2.2825 -0.1334  -0.120
C: -0.6194 3.2436 0.4456  -0.201
C: -0.9110 3.4715 1.7144  -0.006
H: 1.3228 -0.9745 0.2627  0.054
H: 1.7428 -1.6957 -1.1982  0.066
H: 2.7771 -0.4189 -0.5098  0.074
H: 1.6238 0.9376 -1.8359  0.094
H: -0.7115 0.4571 -0.1098  0.117
H: 1.3107 2.7890 -0.3748  0.104
H: -1.2062 3.6751 -0.3496  0.088
H: -1.7053 4.1554 1.9812  0.047
H: -0.4107 2.9755 2.5452  0.060
H: 0.7919 -4.0762 1.1586  0.032
H: -0.4546 -3.3937 0.4451  -0.014
O: 0.2705 -3.2777 1.0716  -0.066
H: -2.7217 -4.1701 -0.4773  0.061
H: -2.3767 -2.9511 -1.3141  0.054
O: -1.9666 -3.6424 -0.7820  -0.048

Its frontier orbital gap is 0.3207 Ha. As for the SMILES: C=C/C=C/NC.O.O. The total energy is -10979.081 eV. Its total charge is 0. The HOMO energy is -8.20 eV.

***

Formula: C5H13NO2
Source: the OMol25 dataset
Level of theory: wB97M-V/def2-TZVPD

Last column: Löwdin charge in e.
Positions of all 21 atoms, in Å:
C: 0.0264 0.2796 2.9622  -0.338
C: 1.5136 0.4790 2.5824  -0.103
O: -0.5272 -0.0517 1.7653  -0.117
H: -0.1607 -0.6832 3.6391  0.147
H: -0.4886 1.0597 3.4358  0.083
H: 2.1592 1.1198 3.3211  0.091
H: -0.6191 -0.9735 1.4977  0.081
H: 1.6542 1.0327 1.7171  0.015
H: 2.1234 -0.5147 2.3197  0.114
C: -0.4174 -0.5190 -2.6772  -0.155
C: 1.0382 -0.0806 -2.4556  -0.071
C: -1.2994 -0.5674 -1.4443  -0.536
O: -1.2853 -1.5456 -0.6986  0.022
N: -2.0906 0.4863 -1.1160  0.149
H: -0.9720 0.1652 -3.3432  0.118
H: -0.3434 -1.4353 -3.0673  0.066
H: 1.6969 -0.4371 -3.2204  0.064
H: -2.7188 0.3422 -0.2530  0.153
H: -1.8058 1.4209 -1.1587  0.077
H: 1.3278 -0.5309 -1.4770  0.092
H: 1.1888 0.9538 -2.3289  0.050

Its frontier orbital gap is 0.3864 Ha. As for the SMILES: CCC(N)=O.CCO. The total energy is -10979.702 eV. Its total charge is 0. The HOMO energy is -9.62 eV.

***

Formula: C5H13NO2
Source: the OMol25 dataset
Level of theory: wB97M-V/def2-TZVPD

Last column: Löwdin charge in e.
Positions of all 21 atoms, in Å:
O: -0.3869 1.8103 2.6604  0.099
C: 0.3615 1.2170 1.9419  -0.263
C: 0.3699 1.2924 0.4322  -0.163
C: 0.6596 0.0268 -0.3383  -0.144
C: -0.1030 -0.0960 -1.7076  -0.139
C: 1.4940 -0.6886 -3.4327  0.001
N: 0.6760 0.3231 -2.8050  0.113
H: 1.0886 0.4919 2.3641  0.133
H: -0.6297 1.7081 0.2046  0.126
H: 0.8018 2.2243 0.0377  0.141
H: 0.5235 -0.8481 0.2960  0.125
H: 1.7212 -0.0333 -0.5845  0.119
H: -0.3738 -1.1537 -1.7124  0.164
H: -0.9552 0.5651 -1.6063  0.135
H: 1.8768 -1.3492 -2.6631  0.110
H: 0.9407 -1.2715 -4.1779  0.138
H: 2.2737 -0.1609 -3.9843  0.123
H: 0.1196 0.7939 -3.5226  0.183
H: -1.7459 -2.4933 3.2379  0.025
H: -3.1298 -2.2220 2.8776  0.034
O: -2.6037 -2.9430 3.2528  -0.059

Its frontier orbital gap (alpha / beta) is 0.3640 / 0.1726 Ha. Its spin multiplicity is 2. The total energy is -10970.672 eV. Its total charge is +1. The HOMO energy (alpha / beta) is -13.39 / -13.36 eV. As for the expectation value of S²: 0.75.

***

Formula: C5H13NO2S
Source: the OMol25 dataset
Level of theory: wB97M-V/def2-TZVPD

Last column: Löwdin charge in e.
Positions of all 22 atoms, in Å:
C: 0.8682 -2.2941 0.7997  -0.173
N: 1.1100 -0.8323 0.7971  -0.090
C: 0.4537 -0.0632 -0.4015  -0.286
C: -0.0815 1.3115 0.1735  -0.277
C: -0.6324 2.2939 -0.8659  -0.521
S: -2.4301 2.6756 -0.4243  0.591
C: 1.7181 0.1104 -1.4267  -0.462
O: 2.4954 1.0321 -1.3984  -0.165
H: 0.3270 -2.6777 -0.0149  0.050
H: 1.8382 -2.6377 0.6314  0.035
H: 0.5769 -2.8675 1.6930  0.063
H: 2.0905 -0.7239 0.7489  0.054
H: -0.2715 -0.6375 -0.9472  0.083
H: 0.8930 1.8263 0.6731  0.144
H: -0.8114 1.2849 0.9810  0.043
H: -0.5950 1.8760 -1.7869  -0.006
H: -0.0742 3.2790 -0.9913  0.093
H: -2.7847 1.3674 -0.2326  -0.167
H: 1.9984 -0.7257 -2.0580  0.031
H: -2.8381 -1.1156 0.8519  0.043
H: -1.4721 -1.0514 1.5225  0.023
O: -2.3781 -1.4307 1.6758  -0.106

Its frontier orbital gap (alpha / beta) is 0.1022 / 0.2448 Ha. Its spin multiplicity is 2. The total energy is -21813.187 eV. Its total charge is -1. The HOMO energy (alpha / beta) is 0.24 / -3.69 eV. As for the expectation value of S²: 0.75.